Density functional theory data (ωB97M-V/def2-TZVPD) for an isolated molecule of C5H10O2.

Output
**SMILES**: C[C@@H](O)CCC=O
**E_HOMO**: -0.35605 hartree
**E_tot**: -9441.56604 eV
**Lowest unoccupied orbital energy**: 0.9 eV

Last column: Mulliken charge in e.
Positions of all 17 atoms, in Å:
C (-0.121, 1.345, -1.311)  -1.412
C (-0.045, 1.115, 0.193)  0.286
O (-1.298, 0.705, 0.741)  -0.561
C (1.037, 0.081, 0.570)  -0.747
C (0.522, -1.345, 0.839)  -0.468
C (-0.664, -1.824, 0.035)  0.005
O (-0.766, -1.761, -1.170)  -0.498
H (0.836, 1.730, -1.679)  0.389
H (-0.340, 0.409, -1.832)  0.322
H (-0.892, 2.088, -1.548)  0.407
H (0.220, 2.069, 0.669)  0.307
H (-1.961, 0.720, 0.041)  0.354
H (1.803, 0.075, -0.212)  0.322
H (1.539, 0.402, 1.489)  0.305
H (0.252, -1.451, 1.892)  0.308
H (1.341, -2.051, 0.644)  0.351
H (-1.462, -2.308, 0.639)  0.331

Density functional theory data (ωB97M-V/def2-TZVPD) for a 2-piece molecular cluster, C5H10O2 overall.

Output
**SMILES**: CO/C=C(/C)C=O.[H][H]
**E_HOMO**: -0.33231 hartree
**E_tot**: -9440.02534 eV
**Lowest unoccupied orbital energy**: 0.6 eV

Last column: Mulliken charge in e.
Positions of all 17 atoms, in Å:
C (2.614, -0.278, 0.738)  -0.710
O (1.431, 0.499, 0.637)  -0.320
C (0.288, -0.201, 0.499)  -0.183
C (-0.892, 0.359, 0.189)  0.506
C (-2.158, -0.448, 0.103)  -1.269
C (-0.977, 1.801, -0.094)  -0.106
O (-2.019, 2.364, -0.369)  -0.532
H (2.502, -1.059, 1.500)  0.325
H (3.409, 0.406, 1.035)  0.239
H (2.867, -0.738, -0.225)  0.306
H (0.375, -1.277, 0.672)  0.343
H (-2.740, -0.145, -0.772)  0.330
H (-1.946, -1.519, 0.028)  0.354
H (-2.794, -0.283, 0.980)  0.332
H (-0.021, 2.358, -0.061)  0.384
H (0.150, -1.113, -2.726)  0.187
H (-0.088, -0.728, -2.135)  -0.188

Density functional theory data (ωB97M-V/def2-TZVPD) for a 2-piece molecular cluster, C5H10O2 overall.

Output
**E_HOMO (spin up / spin down)**: -0.24052 / -0.28178 hartree
**E_tot**: -9436.39831 eV
**Lowest unoccupied orbital energy (spin up / spin down)**: -0.2 / 0.6 eV

Last column: Mulliken charge in e.
Positions of all 17 atoms, in Å:
C (0.833, -1.326, 1.519)  -1.364
C (0.000, -0.245, 0.923)  0.292
O (-1.183, -0.063, 1.459)  -0.490
C (0.491, 0.687, -0.048)  0.540
C (-0.178, 0.263, -1.437)  -0.707
C (-0.776, 1.667, -1.379)  -0.234
O (-0.288, 1.885, -0.022)  -0.533
H (0.296, -2.268, 1.649)  0.338
H (1.744, -1.490, 0.940)  0.352
H (1.124, -0.970, 2.519)  0.351
H (0.724, -2.376, -1.073)  0.062
H (-1.498, 0.791, 1.083)  0.360
H (1.574, 0.855, -0.053)  0.351
H (0.717, -1.764, -1.511)  -0.028
H (-0.919, -0.541, -1.368)  0.260
H (-1.857, 1.846, -1.444)  0.242
H (-0.265, 2.379, -2.044)  0.205

Density functional theory data (ωB97M-V/def2-TZVPD) for an isolated molecule of C5H10O2.

Output
**SMILES**: C[C@@H]1C[C@H](O)[C@H]1O
**E_HOMO**: -0.34426 hartree
**E_tot**: -9439.29145 eV
**Lowest unoccupied orbital energy**: 1.0 eV

Last column: Mulliken charge in e.
Positions of all 17 atoms, in Å:
C (0.447, 2.028, 0.023)  -1.489
C (-0.398, 0.775, 0.130)  0.028
C (-0.006, -0.269, 1.195)  -0.818
C (-0.153, -1.442, 0.222)  0.152
O (0.855, -2.417, 0.354)  -0.560
C (-0.038, -0.497, -0.991)  -0.329
O (-0.886, -0.571, -2.058)  -0.616
H (0.304, 2.672, 0.892)  0.371
H (1.507, 1.774, -0.024)  0.351
H (0.198, 2.592, -0.877)  0.334
H (-1.459, 1.028, 0.223)  0.530
H (1.037, -0.165, 1.489)  0.295
H (-0.628, -0.303, 2.087)  0.309
H (-1.154, -1.891, 0.251)  0.234
H (0.728, -3.087, -0.327)  0.330
H (1.007, -0.354, -1.297)  0.397
H (-1.360, 0.126, -1.290)  0.481

Density functional theory data (ωB97M-V/def2-TZVPD) for an isolated molecule of C5H10O2.

Output
**SMILES**: C[C@@H](O)[C@H]1CCO1
**E_HOMO**: -0.34964 hartree
**E_tot**: -9440.93488 eV
**Lowest unoccupied orbital energy**: 0.9 eV

Last column: Mulliken charge in e.
Positions of all 17 atoms, in Å:
C (0.203, 1.835, 1.189)  -1.389
C (0.044, 1.150, -0.158)  0.089
O (1.339, 1.040, -0.729)  -0.567
C (-0.636, -0.205, 0.017)  0.363
C (-0.410, -1.285, -1.053)  -0.655
C (0.142, -2.110, 0.116)  -0.458
O (-0.017, -1.016, 1.028)  -0.459
H (0.704, 2.799, 1.070)  0.358
H (-0.771, 1.994, 1.664)  0.350
H (0.806, 1.199, 1.843)  0.354
H (-0.605, 1.747, -0.822)  0.256
H (1.229, 0.949, -1.683)  0.341
H (-1.697, -0.029, 0.257)  0.402
H (-1.305, -1.673, -1.544)  0.303
H (0.340, -1.026, -1.803)  0.201
H (1.188, -2.424, 0.038)  0.268
H (-0.476, -2.970, 0.404)  0.244

Density functional theory data (ωB97M-V/def2-TZVPD) for an isolated molecule of C5H10O2.

Output
**SMILES**: OC[C@H]1CCOC1
**E_HOMO**: -0.34822 hartree
**E_tot**: -9441.41076 eV
**Lowest unoccupied orbital energy**: 0.9 eV

Last column: Mulliken charge in e.
Positions of all 17 atoms, in Å:
O (-1.678, -0.121, 1.779)  -0.512
C (-0.591, 0.725, 1.451)  -0.638
C (0.323, 0.016, 0.452)  0.300
C (-0.393, -0.958, -0.488)  -0.676
C (0.583, -1.040, -1.656)  -0.436
O (1.219, 0.231, -1.740)  -0.384
C (0.982, 0.970, -0.554)  -0.658
H (-2.304, 0.397, 2.298)  0.305
H (-0.956, 1.664, 1.007)  0.331
H (-0.024, 0.992, 2.355)  0.329
H (1.104, -0.535, 0.990)  0.248
H (-0.583, -1.928, -0.020)  0.368
H (-1.357, -0.543, -0.803)  0.288
H (0.091, -1.251, -2.612)  0.279
H (1.344, -1.816, -1.486)  0.258
H (0.307, 1.812, -0.777)  0.323
H (1.932, 1.385, -0.197)  0.276

Density functional theory data (ωB97M-V/def2-TZVPD) for C5H10O2 as an isolated structure.

Output
**E_HOMO**: -0.36234 hartree
**E_tot**: -9440.61670 eV
**Lowest unoccupied orbital energy**: 1.0 eV

Last column: Mulliken charge in e.
Positions of all 17 atoms, in Å:
O (0.703, -1.304, 1.407)  -0.594
C (1.484, -0.835, 0.335)  -0.581
C (0.725, -0.461, -0.957)  -0.722
C (-0.570, 0.347, -0.811)  0.121
C (-1.543, -0.210, 0.234)  -0.561
O (-1.033, 0.737, 1.222)  -0.520
C (-0.485, 1.539, 0.148)  -0.452
H (0.189, -0.541, 1.725)  0.412
H (2.184, -1.645, 0.099)  0.364
H (2.089, 0.024, 0.665)  0.290
H (0.489, -1.364, -1.533)  0.342
H (1.431, 0.120, -1.565)  0.324
H (-0.998, 0.548, -1.797)  0.413
H (-1.400, -1.262, 0.498)  0.325
H (-2.600, -0.001, 0.063)  0.294
H (-1.170, 2.359, -0.108)  0.260
H (0.506, 1.948, 0.375)  0.285

Density functional theory data (ωB97M-V/def2-TZVPD) for an isolated molecule of C5H10O2.

Output
**SMILES**: C/C=C/OOCC
**E_HOMO**: -0.32370 hartree
**E_tot**: -9437.85385 eV
**Lowest unoccupied orbital energy**: 1.1 eV

Last column: Mulliken charge in e.
Positions of all 17 atoms, in Å:
C (1.130, 2.089, -1.821)  -1.059
C (0.348, 1.872, -0.570)  0.146
C (-0.855, 1.303, -0.506)  -0.354
O (-1.177, 0.593, 0.635)  -0.260
O (0.093, -0.187, 0.779)  -0.149
C (0.049, -1.391, 1.506)  -0.265
C (-0.839, -2.488, 0.952)  -1.031
H (1.614, 3.067, -1.870)  0.315
H (1.932, 1.333, -1.826)  0.246
H (0.525, 1.920, -2.716)  0.322
H (0.891, 1.942, 0.369)  0.304
H (-1.527, 1.160, -1.353)  0.330
H (-0.124, -1.214, 2.574)  0.293
H (1.105, -1.684, 1.390)  0.236
H (-0.635, -2.656, -0.110)  0.288
H (-0.636, -3.422, 1.491)  0.365
H (-1.895, -2.238, 1.075)  0.275

Density functional theory data (ωB97M-V/def2-TZVPD) for C5H10O2 as an isolated structure.

Output
**E_HOMO**: -0.27338 hartree
**E_tot**: -9436.84598 eV
**Lowest unoccupied orbital energy**: 0.6 eV

Last column: Mulliken charge in e.
Positions of all 17 atoms, in Å:
C (-0.109, 0.789, 0.254)  -0.032
C (1.906, 0.785, -0.124)  -0.778
C (-2.291, -0.492, 0.124)  -1.196
C (-0.281, -0.515, -0.176)  0.451
C (0.200, -1.696, -0.481)  -0.824
O (-0.532, 1.813, -0.562)  -0.518
O (2.768, -0.255, 0.262)  -0.500
H (-1.189, 2.337, -0.085)  0.371
H (2.674, -0.399, 1.212)  0.324
H (-0.195, 0.958, 1.324)  0.292
H (1.947, 0.916, -1.203)  0.398
H (2.160, 1.722, 0.380)  0.386
H (-2.479, -1.453, 0.599)  0.377
H (-2.657, -0.446, -0.900)  0.310
H (-2.711, 0.310, 0.731)  0.341
H (-0.460, -2.543, -0.630)  0.288
H (1.250, -1.832, -0.722)  0.310

Density functional theory data (ωB97M-V/def2-TZVPD) for an isolated molecule of C5H10O2.

Output
**SMILES**: C[C@@H]1OC[C@H](C)O1
**E_HOMO**: -0.35758 hartree
**E_tot**: -9441.81332 eV
**Lowest unoccupied orbital energy**: 1.1 eV

Last column: Mulliken charge in e.
Positions of all 17 atoms, in Å:
C (-2.413, 0.396, -0.291)  -1.298
C (-1.234, -0.530, -0.099)  0.397
O (-0.797, -0.531, 1.256)  -0.365
C (0.564, -0.143, 1.274)  -0.506
C (1.024, -0.417, -0.154)  0.506
C (2.181, 0.418, -0.655)  -1.437
O (-0.152, -0.091, -0.882)  -0.385
H (-2.153, 1.393, 0.076)  0.290
H (-2.673, 0.461, -1.352)  0.334
H (-3.278, 0.024, 0.264)  0.344
H (-1.492, -1.570, -0.363)  0.226
H (0.663, 0.928, 1.511)  0.290
H (1.096, -0.729, 2.029)  0.290
H (1.244, -1.492, -0.268)  0.257
H (2.365, 0.214, -1.713)  0.343
H (3.092, 0.182, -0.095)  0.374
H (1.961, 1.484, -0.540)  0.340

Density functional theory data (ωB97M-V/def2-TZVPD) for C5H10O2 as an isolated structure.

Output
**E_HOMO**: -0.33619 hartree
**E_tot**: -9439.68617 eV
**Lowest unoccupied orbital energy**: 0.8 eV

Last column: Mulliken charge in e.
Positions of all 17 atoms, in Å:
C (2.132, -0.113, -0.346)  -0.632
O (1.161, -0.257, 0.713)  -0.431
C (-0.517, 0.029, 0.351)  1.481
C (-0.654, 1.073, -0.717)  -1.557
C (-1.553, 0.168, 1.479)  -1.489
C (-0.192, -1.363, 0.013)  -0.144
O (-0.019, -1.744, -1.130)  -0.603
H (1.879, -0.682, -1.256)  0.305
H (3.109, -0.498, -0.007)  0.244
H (2.259, 0.942, -0.591)  0.242
H (-0.105, 0.776, -1.608)  0.363
H (-0.282, 2.020, -0.312)  0.359
H (-1.704, 1.248, -0.997)  0.412
H (-2.029, 1.157, 1.549)  0.365
H (-2.377, -0.544, 1.271)  0.353
H (-1.151, -0.115, 2.450)  0.393
H (-0.171, -2.000, 0.918)  0.339

Density functional theory data (ωB97M-V/def2-TZVPD) for C5H10O2 as an isolated structure.

Output
**E_HOMO**: -0.36325 hartree
**E_tot**: -9440.64865 eV
**Lowest unoccupied orbital energy**: 1.0 eV

Last column: Mulliken charge in e.
Positions of all 17 atoms, in Å:
C (-2.124, -0.572, 0.492)  -1.376
C (-1.135, 0.177, -0.376)  0.228
O (-1.223, 1.546, -0.030)  -0.565
C (0.277, -0.382, -0.245)  0.215
C (1.447, 0.541, -0.554)  -0.795
C (2.142, -0.302, 0.501)  -0.461
O (0.843, -0.578, 1.076)  -0.470
H (-3.121, -0.137, 0.380)  0.369
H (-2.161, -1.629, 0.208)  0.352
H (-1.816, -0.494, 1.538)  0.349
H (-1.404, 0.041, -1.442)  0.231
H (-0.505, 2.007, -0.485)  0.341
H (0.333, -1.347, -0.774)  0.335
H (1.827, 0.716, -1.565)  0.315
H (1.199, 1.452, 0.000)  0.379
H (2.851, 0.195, 1.169)  0.296
H (2.572, -1.233, 0.106)  0.255